[1]
Computed, not measured: an isolated molecule of C11H20N2O5, with ωB97M-V/def2-TZVPD.

Geometry as XYZ:
```
38
Properties=species:S:1:pos:R:3:forces:R:3
C 1.42975 -1.20770 -0.20433 -0.18 3.11 0.53
C 0.25878 -0.16812 -0.04056 -0.65 -2.14 -0.02
C 2.75841 -0.45036 -0.42785 2.34 -1.48 0.55
C 2.83689 0.73270 -1.40061 0.58 0.47 0.78
C 3.30004 0.03675 0.89264 0.72 -1.03 2.74
C 4.78376 0.52078 0.95434 0.51 1.76 -0.21
C -2.10936 -0.00440 -0.37586 -2.87 -0.61 -0.49
C -2.33222 1.45999 -0.70380 -1.20 0.17 -0.38
C -2.60234 -0.11508 1.06750 1.81 0.37 1.75
C -4.07622 0.24160 1.24877 -2.03 1.85 -0.61
C -5.08597 -0.54677 0.23871 0.83 -1.68 1.73
H 1.31890 -3.00763 -1.09445 0.16 -0.99 0.20
H 1.61174 -1.79134 -2.11467 -0.58 -0.27 0.65
H 1.44524 -1.62802 0.81983 0.11 -0.49 -0.74
H 3.56619 -1.22944 -0.70338 -1.40 0.74 -0.21
H 2.27959 1.58695 -0.88555 0.65 -0.89 -1.14
H 3.96641 1.01317 -1.45763 -2.16 -0.35 -0.28
H 2.41890 0.46535 -2.38620 0.27 0.52 0.26
H 2.58001 0.73015 1.31857 0.34 0.91 -0.21
H 3.25005 -0.71299 1.74409 -0.11 -0.13 -1.37
H 4.73042 1.64750 0.69916 0.66 -1.70 0.04
H 5.56021 -0.02317 0.21149 -1.92 1.12 1.88
H 5.14128 0.53858 2.06118 -0.39 -0.43 -2.06
H -0.66774 -1.36105 -1.24082 -0.61 -0.44 -0.39
H -2.85577 -0.56827 -0.98603 0.72 0.53 0.25
H -1.88293 0.57535 1.66972 -1.67 -1.00 -0.59
H -2.36761 -1.12661 1.51405 -0.50 0.79 -0.82
H -4.37340 1.38157 1.13573 1.16 -2.06 -0.06
H -4.32900 0.06229 2.30380 -0.28 -0.47 -0.57
H -4.55358 0.61161 -1.17880 0.70 1.03 -0.20
H -0.80281 1.85441 0.39438 -0.61 0.57 -1.45
N 1.06957 -2.06539 -1.27415 0.59 -0.32 -1.67
N -0.87629 -0.58825 -0.63003 2.86 0.51 0.21
O 0.27609 0.77830 0.72795 0.75 1.16 0.75
O -3.42184 1.72107 -1.22677 1.99 1.09 0.29
O -5.67314 -1.55168 0.62636 0.72 1.91 -0.74
O -5.10221 -0.16648 -1.04504 -1.22 -1.24 1.04
O -1.46977 2.35461 -0.25175 -0.06 -0.88 0.54
```
Forces are in eV/Å.

Output
* net charge: 0
* HOMO level: -9.66 eV
* molecular weight: 260.29 g/mol
* multiplicity: 1
* gap between HOMO and LUMO: 0.3662 hartree
* energy: -916.85918 hartree

=====

[2]
Computed, not measured: a structure of composition C11H20N6O5PSTi, with ωB97M-V/def2-TZVPD.

Geometry as XYZ:
```
45
Properties=species:S:1:pos:R:3:forces:R:3
Ti -0.13065 0.48911 -1.63751 -1.47 3.15 2.40
N -1.99561 1.47741 -3.08724 0.30 -0.02 0.10
N -2.08850 2.83277 -2.75880 0.21 -0.14 0.37
C -1.81541 3.20841 -1.48983 0.02 0.00 -0.19
N -1.83206 4.48992 -1.20445 -0.21 0.16 0.14
S -1.47948 2.07179 -0.25419 -0.13 -0.19 0.02
H -1.63038 1.37966 -4.02369 0.05 0.07 -0.26
H -2.90370 1.03432 -3.03973 -0.23 -0.12 0.00
H -2.45449 3.47789 -3.43653 -0.11 0.15 -0.12
H -2.04595 5.20245 -1.88493 0.03 0.00 -0.02
H -1.52138 4.78408 -0.28281 0.13 0.06 -0.01
N 1.51008 1.57191 -1.34802 1.02 0.28 0.11
C 1.79823 2.19415 -0.39003 -0.21 -0.59 -0.37
C 1.97760 2.88934 0.74776 0.04 0.82 0.77
C 2.75991 2.33968 1.81799 -0.15 0.24 -0.26
N 3.37654 1.84143 2.65485 -0.15 0.14 -0.20
C 1.12711 4.04616 0.83710 0.13 -0.33 0.11
N 0.34349 4.89230 0.78885 0.26 -0.13 0.04
O 0.31598 -0.14715 -3.33705 1.39 0.22 -2.74
O -0.39596 -0.99824 -2.71133 -1.14 -3.21 -0.50
C 2.37669 -2.90908 -1.03263 0.01 -0.10 -0.01
C 2.79177 -1.66850 -0.28207 -0.33 -0.07 0.16
O 1.80836 -1.26905 0.71532 0.14 0.03 -0.07
P 0.32342 -0.83382 0.39088 0.53 -0.93 0.21
O -0.44878 -2.20523 0.61539 -0.06 -0.15 -0.20
C -1.79604 -2.44251 0.13838 0.12 -0.01 0.24
C -2.15549 -3.86325 0.47886 -0.08 -0.16 0.00
O -0.02163 0.12854 1.56344 -0.27 0.32 0.57
C 0.44981 0.01766 2.95765 0.00 -0.14 -0.05
C 0.01642 -1.26310 3.63206 -0.07 -0.04 -0.10
H 3.21001 -3.24173 -1.65277 -0.03 -0.02 -0.01
H 1.52150 -2.73716 -1.68853 -0.03 0.04 -0.01
H 2.11644 -3.70973 -0.33997 0.04 0.02 -0.01
H 2.96735 -0.82229 -0.93858 0.02 0.16 -0.17
H 3.69211 -1.84222 0.29010 0.16 -0.01 0.13
H -1.83189 -2.28805 -0.93684 0.07 0.08 -0.22
H -2.47084 -1.73915 0.62060 -0.09 0.13 0.07
H -1.42465 -4.55232 0.05179 -0.06 0.04 0.02
H -3.14088 -4.10392 0.07101 0.09 0.02 0.06
H -2.18176 -4.00557 1.55909 0.01 -0.01 -0.04
H 0.01910 0.88786 3.43370 -0.08 0.15 0.08
H 1.52763 0.12922 2.93788 0.10 -0.03 -0.01
H -1.07047 -1.37202 3.61457 0.07 0.01 0.02
H 0.34181 -1.22954 4.67426 -0.03 0.02 -0.07
H 0.46468 -2.14243 3.16601 -0.01 0.09 0.03
```
Forces are in eV/Å.

Output
* net charge: +1
* HOMO level (alpha / beta): -11.50 / -11.54 eV
* molecular weight: 427.23 g/mol
* multiplicity: 3
* gap between HOMO and LUMO (alpha / beta): 0.2917 / 0.2187 hartree
* energy: -2724.64401 hartree

=====

[3]
Computed, not measured: an isolated molecule of C11H20O, with ωB97M-V/def2-TZVPD.

Geometry as XYZ:
```
32
Properties=species:S:1:pos:R:3:forces:R:3
O -1.11349 -1.19745 -0.76283 0.02 0.77 0.29
C 1.10628 2.33359 -2.02111 -0.27 -2.08 -1.27
C 1.74890 -2.24119 -1.58076 -0.24 1.88 0.86
C 1.36137 1.04126 -2.38096 -0.60 1.94 -0.09
C 1.70220 -1.01010 -0.98302 0.58 -2.06 -0.45
C 2.38509 0.17505 -1.68980 -0.99 -0.28 0.64
C -1.58451 -1.12479 2.18026 -0.59 -0.14 -0.04
C -2.68715 0.66180 0.83053 0.47 -0.94 0.23
C -0.63971 1.15269 2.17580 0.38 -0.98 0.21
C 0.97813 -0.83431 0.36869 0.25 0.65 -1.00
C -1.31687 0.08844 1.29586 -0.55 -0.14 0.40
C -0.41905 -0.24758 0.06598 -0.60 -0.21 0.84
H -0.58198 -1.29449 -1.56279 -0.04 -0.15 0.04
H 1.61824 2.78153 -1.18663 0.12 0.23 0.09
H 0.33835 2.89889 -2.57223 0.49 -0.18 0.47
H 2.22188 -2.36541 -2.54672 0.08 -0.05 0.02
H 1.28633 -3.10838 -1.12444 0.01 0.04 0.00
H 0.76513 0.60000 -3.22188 0.70 0.31 0.82
H 3.12254 -0.18985 -2.39466 0.02 -0.23 -0.23
H 2.93057 0.76375 -0.95461 -0.02 0.18 0.11
H -2.26105 -1.83991 1.70466 0.22 -0.02 -0.11
H -0.68810 -1.63768 2.50510 0.30 -0.12 -0.04
H -2.09286 -0.78974 3.08350 -0.06 0.06 0.14
H -2.49219 1.52945 0.25339 0.09 1.18 -0.52
H -3.33107 0.93866 1.69027 0.35 -0.33 -0.49
H -3.17845 -0.02871 0.13883 -0.14 -0.06 0.39
H -1.32072 1.60265 2.90888 0.06 -0.19 -0.25
H 0.18647 0.67274 2.71813 -0.14 0.22 0.09
H -0.19948 1.91674 1.57416 0.22 0.82 -0.45
H 1.57604 -0.18691 1.01518 -0.12 0.20 -0.06
H 0.87375 -1.77968 0.89034 -0.03 -0.26 -0.17
H -0.29459 0.71892 -0.41713 0.01 -0.05 -0.48
```
Forces are in eV/Å.

Output
* net charge: 0
* HOMO level: -9.38 eV
* molecular weight: 168.28 g/mol
* multiplicity: 1
* gap between HOMO and LUMO: 0.3757 hartree
* energy: -506.32074 hartree

=====

[4]
Computed, not measured: an isolated molecule of C11H20S, with ωB97M-V/def2-TZVPD.

Geometry as XYZ:
```
32
Properties=species:S:1:pos:R:3:forces:R:3
C -0.87782 0.92326 -1.18812 3.28 -2.50 1.34
C -2.13721 1.23384 -1.10024 -0.50 0.29 -0.09
C 0.47012 0.86735 -1.75087 -0.14 0.13 -0.40
C 0.35957 -0.15721 -0.60412 -2.64 2.48 -0.81
C 0.66424 0.46246 -3.19775 -0.03 -0.04 0.14
C 1.48948 -2.31742 -1.09344 -0.16 0.12 -0.14
C -0.60599 -2.29486 0.28585 -0.02 0.03 -0.28
C -0.72160 0.27771 2.92531 -0.05 0.09 -0.14
C 0.62862 2.37671 2.58734 -0.01 -0.07 -0.22
C 0.14355 -1.62620 -0.86435 0.06 -0.21 0.03
C -0.06467 1.20152 1.91466 0.18 -0.21 -0.19
S 1.20203 0.30149 0.90802 -0.15 0.31 0.02
H -2.80055 0.81149 -0.36070 -0.01 -0.12 0.13
H -2.56950 1.96503 -1.77114 -0.07 0.08 -0.13
H 1.10613 1.71181 -1.48869 -0.03 -0.05 0.13
H 0.43780 1.30831 -3.84427 -0.02 0.02 -0.08
H 0.00677 -0.35918 -3.46884 -0.04 -0.07 -0.07
H 1.69499 0.16322 -3.37187 0.10 -0.04 -0.06
H 2.14980 -2.13064 -0.24722 0.06 -0.09 0.07
H 1.97001 -1.93400 -1.99257 0.08 -0.01 -0.04
H 1.34901 -3.39051 -1.20811 0.07 -0.10 0.01
H -0.02381 -2.22610 1.20162 0.00 0.00 0.11
H -0.77343 -3.34701 0.06238 -0.03 -0.10 0.00
H -1.57281 -1.81709 0.43893 -0.07 0.02 0.07
H 0.02777 -0.17164 3.57413 0.05 -0.05 0.07
H -1.42110 0.84082 3.54198 -0.10 0.04 0.10
H -1.26720 -0.51807 2.42556 -0.04 -0.09 0.01
H 1.40782 2.02351 3.26063 0.07 0.03 0.11
H -0.09362 2.95685 3.15844 -0.04 0.04 0.12
H 1.08781 3.02538 1.84361 0.03 0.05 0.02
H -0.46629 -1.72607 -1.76943 0.06 0.04 0.05
H -0.79992 1.56526 1.19329 0.11 -0.03 0.12
```
Forces are in eV/Å.

Output
* net charge: 0
* HOMO level: -8.34 eV
* molecular weight: 184.35 g/mol
* multiplicity: 1
* gap between HOMO and LUMO: 0.3391 hartree
* energy: -829.23632 hartree

=====

Which of these has the highest molecular weight? C11H20N6O5PSTi

=====

Which formula does entry 3 have? C11H20O